Record 1
Computed, not measured: a molecular structure, C39H43ClOsP2Si2, with ωB97M-V with the def2-TZVPD basis set.

Geometry as XYZ:
```
88
Properties=species:S:1:pos:R:3:forces:R:3
C 0.337835 -1.122591 0.163484 -0.23 -1.91 1.88
C 0.113823 -1.587623 -1.134190 -1.13 -4.18 -0.63
C 1.141209 -1.102637 -1.963530 1.14 -2.29 -2.35
H -0.694762 -2.250651 -1.433406 0.12 0.30 0.08
C 2.023599 -0.354542 -1.162292 3.94 -0.30 0.05
C 1.526650 -0.361224 0.154199 2.95 -1.13 2.47
H 2.008482 0.073068 1.019702 -0.14 0.17 -0.04
H -0.241654 -1.422959 1.063340 0.22 0.38 -1.03
H 1.284254 -1.338741 -3.006717 -0.01 0.21 -0.04
H 2.953891 0.095760 -1.483425 -0.19 -0.01 -0.11
Os 0.190741 0.411753 -1.109740 -6.03 9.32 -1.39
Si -0.609050 1.899545 -3.272276 -0.01 -0.18 -2.29
C -2.168701 0.901899 -3.572785 -0.32 0.27 0.33
C -3.364662 1.604833 -3.815257 0.15 0.15 -0.17
H -3.395204 2.689684 -3.645494 -0.04 -0.48 -0.27
C -4.477244 0.956244 -4.344476 -0.04 -0.06 0.17
H -5.340834 1.542724 -4.654672 0.14 -0.16 0.18
C -4.473642 -0.431661 -4.501136 0.12 0.11 -0.02
H -5.348853 -0.942112 -4.911824 0.31 0.20 0.17
C -3.340243 -1.164245 -4.141286 0.17 0.14 0.03
H -3.335803 -2.251269 -4.224461 -0.02 0.29 -0.03
C -2.188994 -0.505212 -3.705334 0.12 0.07 0.00
H -1.299693 -1.100495 -3.464164 -0.30 0.29 -0.24
C 0.952518 1.369537 -4.153218 -0.01 -0.11 0.61
C 0.933892 0.446071 -5.211007 0.16 0.14 -0.23
H -0.000773 -0.053652 -5.491603 0.35 0.32 -0.03
C 2.106310 0.190649 -5.926143 -0.22 -0.03 0.19
H 2.064574 -0.455021 -6.802022 0.08 0.10 0.23
C 3.314479 0.771563 -5.530969 -0.01 0.06 -0.06
H 4.220000 0.598495 -6.115976 -0.29 -0.02 0.22
C 3.361021 1.596987 -4.407746 -0.09 0.11 0.11
H 4.301315 2.043098 -4.076553 -0.24 -0.18 -0.17
C 2.185714 1.903484 -3.725227 -0.10 -0.10 -0.10
H 2.219397 2.570167 -2.854315 0.01 -0.13 -0.38
H -0.129971 2.122814 -1.814684 0.59 -0.74 0.68
Si -0.948588 3.664402 -5.615242 -0.73 0.37 -3.31
C 0.520620 3.626789 -6.806991 0.77 0.50 -0.14
C 0.377142 3.370080 -8.195111 0.26 -0.25 0.53
H -0.618626 3.255402 -8.627094 0.31 -0.17 0.14
C 1.504858 3.268614 -9.018808 -0.14 0.09 0.07
H 1.377608 3.033355 -10.078117 0.02 0.11 0.33
C 2.786266 3.461314 -8.497983 -0.38 0.00 0.36
H 3.664386 3.334590 -9.124117 -0.14 0.05 0.06
C 2.924053 3.843892 -7.162115 0.04 0.15 0.15
H 3.918080 4.022365 -6.744986 -0.27 0.08 -0.20
C 1.804358 3.984160 -6.337190 -0.26 -0.60 -0.56
H 1.918398 4.352571 -5.318276 0.12 -0.22 -0.10
C -2.403196 3.063365 -6.664277 -0.21 -0.21 -0.15
C -2.410745 1.710603 -7.041914 -0.69 0.31 -0.07
H -1.633884 1.042474 -6.664997 -0.24 0.07 -0.07
C -3.417324 1.216677 -7.875121 0.31 -0.18 0.01
H -3.431050 0.146008 -8.095993 -0.05 0.37 -0.11
C -4.375197 2.075320 -8.419470 0.28 0.12 0.34
H -5.129939 1.684869 -9.096859 0.09 0.10 0.13
C -4.347537 3.434943 -8.092843 0.08 0.14 0.09
H -5.086719 4.111447 -8.531861 0.28 -0.23 0.17
C -3.381614 3.935600 -7.208329 0.34 -0.81 0.19
H -3.350709 4.992914 -6.947962 -0.11 -0.20 -0.08
H -1.289963 5.095509 -5.537903 0.04 0.25 0.22
Cl -0.861024 4.049700 -3.245858 0.14 -0.48 2.19
C -0.916754 2.003949 0.507454 0.45 0.15 0.31
P -1.491628 1.431622 2.181912 -0.10 0.23 0.05
C -2.057358 2.963655 3.055858 -0.06 0.02 -0.20
C 0.016943 1.048631 3.164963 0.40 -0.16 0.07
C 0.912138 2.045734 3.567501 -0.02 -0.40 0.13
C 1.981950 1.729827 4.412588 -0.15 -0.04 -0.08
C 2.140591 0.428714 4.893308 -0.07 -0.18 0.11
C 1.258953 -0.581182 4.511878 0.05 -0.11 -0.22
C 0.194130 -0.294571 3.639365 0.30 0.97 -0.78
P -0.745158 -1.597949 2.850009 -1.03 0.47 2.68
C -0.434129 -3.126141 3.735934 0.25 -0.42 -0.34
C -2.542277 -1.329563 2.903273 -0.54 -0.70 -0.74
H -1.272257 3.016792 0.278554 0.16 -0.31 -0.18
H -1.371825 1.306817 -0.262261 -0.59 0.30 0.37
H 0.193553 1.996602 0.408924 -0.25 0.46 0.40
H -3.118000 2.831291 3.279301 0.09 0.13 -0.05
H -1.529235 3.116470 4.004742 -0.09 -0.06 -0.32
H -1.942664 3.844678 2.417465 -0.01 -0.04 0.19
H 0.770213 3.078581 3.235316 0.06 -0.37 0.10
H 2.684342 2.508632 4.705288 -0.14 -0.20 -0.04
H 2.958616 0.189956 5.575433 -0.26 0.11 -0.21
H 1.393144 -1.600482 4.877732 0.13 0.36 -0.05
H -1.257795 -3.818473 3.508826 0.39 0.12 0.14
H 0.521239 -3.547458 3.394877 -0.26 -0.08 0.28
H -0.394950 -2.906533 4.811168 -0.07 -0.14 -0.21
H -2.816849 -0.719028 3.764458 0.13 0.04 -0.08
H -2.896993 -0.856359 1.975849 0.10 -0.23 0.57
H -3.008711 -2.320597 2.989809 0.12 0.15 0.08
```
Positions in Å, forces in eV/Å.

Summary:
Spin multiplicity ... 5
ΔE to the lowest compared entry with this formula, charge and spin ... 0.00 kcal/mol
Frontier orbital gap (spin up / spin down) ... 4.9 / 3.6 eV
E ... -3323.6604 Ha
Max |F| ... 11.19 eV/A
Charge ... +2

Record 2
Computed, not measured: a molecular structure, C39H43CoN9O6S2, with ωB97M-V with the def2-TZVPD basis set.

Geometry as XYZ:
```
100
Properties=species:S:1:pos:R:3:forces:R:3
Co 0.931398 0.003464 0.270285 -0.83 -0.22 -0.61
C -0.329099 -3.283514 3.707230 0.27 -0.13 -0.09
O -1.364057 -2.409453 4.113203 -0.58 0.44 -0.49
C -2.258783 -2.020367 3.109429 -0.09 -0.26 0.96
C -3.594528 -2.036084 3.460019 0.54 -0.01 0.10
C -4.583692 -1.668720 2.552857 -0.51 0.03 -0.25
C -4.203444 -1.282786 1.280384 0.08 -0.16 -0.07
C -2.859373 -1.181096 0.917098 -0.15 -0.18 0.62
C -2.519205 -0.710685 -0.390639 0.65 0.39 -1.06
N -1.375336 -0.185025 -0.682847 -0.62 -0.77 0.37
N -1.221812 0.233264 -1.964302 -0.43 0.51 -0.89
C 0.043369 0.291603 -2.314255 -0.20 -1.08 1.21
O 0.994963 -0.165921 -1.592304 0.14 0.08 -3.03
C 0.336998 0.886722 -3.625496 0.23 0.34 -0.57
C -0.647897 1.566938 -4.343501 0.09 -0.15 0.15
C -0.334115 2.189194 -5.534374 -0.02 0.12 -0.16
C 0.958201 2.135687 -6.034470 0.11 0.02 -0.07
C 1.940083 1.454978 -5.330333 0.05 0.11 -0.19
C 1.634985 0.839808 -4.131173 -0.14 -0.14 0.22
C -1.801008 -1.551223 1.829571 0.61 -0.24 -0.31
O -0.576721 -1.504653 1.526422 -0.89 -0.77 0.24
H 0.203030 -2.875487 2.844902 0.00 -0.06 0.18
H -0.734571 -4.273456 3.457077 -0.02 0.00 0.03
H 0.338527 -3.371061 4.565037 0.02 -0.06 -0.04
H -3.855436 -2.357450 4.460272 0.03 -0.08 0.08
H -5.629349 -1.707378 2.832916 -0.02 -0.03 -0.01
H -4.959083 -1.004968 0.550716 -0.02 0.00 -0.05
H -3.275041 -0.814259 -1.179395 0.03 0.14 -0.05
H -1.649143 1.599599 -3.941151 -0.03 0.02 0.06
H -1.091792 2.746522 -6.068238 -0.08 0.00 -0.05
H 1.202903 2.634398 -6.963694 0.01 0.03 -0.03
H 2.952579 1.424115 -5.711265 0.05 -0.02 -0.02
H 2.391588 0.312679 -3.565152 -0.02 0.02 0.08
O -1.331248 8.872406 -1.794450 0.63 -0.13 -0.05
S -0.043349 9.559753 -1.779398 -1.06 1.04 0.27
O 0.100593 10.537668 -2.856511 0.21 -0.56 0.29
O 0.328802 10.079024 -0.457686 0.11 -0.37 -0.50
C 1.245952 8.303680 -2.058199 0.01 0.78 -0.07
N 2.384360 8.775507 -2.551365 0.53 -0.09 -0.21
C 3.391525 7.907595 -2.631478 -0.28 0.49 -0.04
C 3.288717 6.603382 -2.209146 -0.62 -0.59 0.24
C 2.029272 6.186757 -1.732188 0.31 1.88 -0.64
N 1.011857 7.073875 -1.672708 0.30 -1.32 0.23
C 1.765218 4.833561 -1.300477 -0.48 -1.99 0.76
C 0.463981 4.297379 -1.284031 0.77 1.02 -0.31
C 0.247846 3.021116 -0.826721 0.32 -0.60 0.28
N 1.213621 2.227632 -0.334296 0.17 0.97 -0.88
C 2.456123 2.722205 -0.372803 -0.48 -0.48 0.19
C 2.778387 3.971971 -0.839235 -0.29 0.93 -0.39
H 4.311512 8.293234 -3.064821 0.02 -0.07 0.07
H 4.123783 5.921215 -2.280724 -0.01 -0.02 -0.02
H -0.350343 4.900757 -1.652209 -0.13 0.08 0.02
H -0.746494 2.602418 -0.831824 0.03 0.02 -0.03
H 3.237368 2.077899 0.005171 -0.07 -0.09 0.12
H 3.809768 4.294666 -0.820719 0.08 0.01 0.05
N -3.376852 2.217133 3.517881 -0.29 0.12 0.33
C -1.961886 1.730516 3.532625 0.94 0.15 -0.32
C -1.248723 2.367575 2.335341 -0.24 0.04 0.33
N -1.920275 2.082204 1.105326 -0.03 -0.10 -0.06
C -3.323634 2.330298 1.078691 -0.14 -0.16 0.28
C -4.077128 1.750052 2.295176 -0.06 -0.12 -0.98
H -3.342198 3.245916 3.483308 -0.06 -0.28 0.23
H -3.878456 1.914156 4.357574 0.13 0.14 -0.21
H -1.959751 0.643253 3.427486 -0.15 0.05 0.11
H -1.508485 2.024055 4.479584 -0.11 -0.04 0.01
H -0.240909 1.928008 2.234420 0.36 -0.19 0.15
H -1.177430 3.454920 2.480682 0.01 0.13 0.11
H -1.640094 1.175010 0.735199 0.03 0.10 -0.03
H -3.742095 1.883943 0.177242 -0.12 0.05 -0.06
H -3.496466 3.417345 1.040746 -0.10 0.01 -0.02
H -4.047110 0.655243 2.261259 0.04 0.34 0.30
H -5.115439 2.086705 2.315406 0.02 0.05 0.16
S 2.715662 -4.202003 -0.378168 0.17 0.59 0.08
C 1.685786 -2.881253 0.143737 1.38 0.87 -0.26
N 2.265297 -1.712948 0.208071 -1.55 -1.70 -0.05
C 3.568618 -1.769340 -0.146668 1.57 -0.62 -0.47
C 4.490196 -0.708586 -0.163250 -0.44 -0.23 -0.07
C 5.792628 -0.945088 -0.544850 0.02 0.10 -0.02
C 6.217261 -2.214678 -0.932855 -0.29 -0.58 -0.04
C 5.329121 -3.287774 -0.917482 0.76 0.26 -0.16
C 4.031582 -3.058325 -0.515126 -0.84 0.13 0.24
H 0.653120 -3.052419 0.363693 -0.46 0.17 0.19
H 4.150027 0.274298 0.116103 -0.10 0.08 0.09
H 6.502814 -0.128589 -0.553254 -0.02 0.06 0.00
H 7.238524 -2.371123 -1.255632 0.02 -0.01 0.02
H 5.640823 -4.277035 -1.223371 0.09 -0.03 0.00
C 2.723863 1.755804 3.212280 -0.07 -0.45 0.30
C 1.950121 0.425710 3.026983 -0.67 0.15 -0.31
C 2.968571 -0.735862 3.066830 -0.13 0.28 0.20
C 1.016341 0.235667 4.251685 0.42 -0.08 -0.03
N 1.188326 0.467061 1.845167 1.21 1.83 3.71
H 3.204842 1.781853 4.189875 0.28 0.19 0.30
H 2.040480 2.597328 3.124859 -0.14 0.08 -0.01
H 3.479639 1.856239 2.439099 0.17 0.00 -0.17
H 3.500315 -0.749478 4.020444 0.19 -0.10 0.17
H 3.692026 -0.633044 2.266099 0.13 0.04 -0.10
H 2.439329 -1.674572 2.935440 -0.09 -0.21 0.01
H 1.592702 -0.052752 5.131310 0.01 0.01 0.40
H 0.295050 -0.545140 4.030602 -0.09 -0.08 -0.05
H 0.491187 1.161322 4.474324 -0.09 0.20 0.04
```
Positions in Å, forces in eV/Å.

Summary:
Spin multiplicity ... 4
Frontier orbital gap (spin up / spin down) ... 3.3 / 3.2 eV
E ... -4635.2324 Ha
Max |F| ... 4.31 eV/A
Charge ... -2